Density functional theory data (wB97M-V/def2-TZVPD) for 2 unconnected molecules or ions with the total composition C6H14NO2S at a distorted geometry.

```
24
C6H14NO2S (wB97M-V/def2-TZVPD)
C -0.54 0.58 -0.64
C 0.96 0.95 1.35
C -1.35 0.71 1.88
C -0.44 0.52 -3.66
C -0.27 -1.18 1.11
C 0.83 -1.90 0.44
N -0.27 0.30 0.96
O -0.77 1.74 -0.84
O 0.85 -1.74 -1.00
S -0.33 2.00 -3.11
H 1.72 1.30 0.67
H 0.72 1.87 1.92
H 1.51 0.35 2.03
H -1.75 1.68 1.56
H -2.09 0.02 1.83
H -1.03 0.72 2.94
H -1.32 0.06 -4.24
H 0.33 -0.27 -3.70
H -0.27 -1.36 2.17
H -1.30 -1.38 0.75
H 1.90 -1.42 0.80
H 0.56 -2.91 0.89
H 1.38 -2.46 -1.36
H 0.97 1.80 -2.73
```

As for the lowest unoccupied orbital energy (spin up / spin down): -4.62 / -4.62 eV. The largest force on an atom is 0.0734 Eh/bohr. The calculation puts the HOMO energy (spin up / spin down) at -11.8 / -11.8 eV. Its charge is +1. For the molar mass, the calculation gives 164.25 u.



Density functional theory data (wB97M-V/def2-TZVPD) for a molecular structure, C25H32BN9SV at a distorted geometry.

```
69
C25H32BN9SV (wB97M-V/def2-TZVPD)
V 0.24 0.76 0.45
N -3.50 0.94 -1.88
C -2.48 0.49 -1.03
S -2.23 1.38 0.45
N -1.82 -0.55 -1.40
N -0.84 -0.99 -0.49
C -1.11 -2.22 -0.07
C -0.35 -3.02 0.80
C -0.83 -4.31 1.18
C -0.12 -5.08 2.06
C 1.10 -4.60 2.57
C 1.51 -3.34 2.15
N 0.85 -2.57 1.29
H -3.55 1.94 -1.87
H -3.35 0.58 -2.82
H -2.03 -2.67 -0.45
H -1.78 -4.66 0.78
H -0.49 -6.06 2.35
H 1.69 -5.16 3.28
H 2.44 -2.92 2.52
B 2.74 0.10 3.11
N 1.20 0.13 3.41
C 0.75 -0.04 4.66
C -0.63 -0.12 4.64
C -0.95 0.03 3.29
N 0.16 0.18 2.57
N 3.10 0.19 1.59
C 4.37 0.17 1.16
C 4.37 0.00 -0.21
C 3.02 -0.08 -0.55
N 2.27 0.04 0.55
H 3.17 -0.96 3.54
H 3.27 1.04 3.68
H 1.46 -0.12 5.48
H -1.30 -0.26 5.47
H -1.91 0.04 2.79
H 5.18 0.26 1.87
H 5.22 -0.05 -0.87
H 2.54 -0.19 -1.51
C -0.91 3.24 -2.79
C 0.57 3.64 -2.84
C 1.45 2.44 -3.22
C 1.03 4.33 -1.57
C 1.45 5.65 -1.65
C 1.91 6.35 -0.55
C 1.94 5.70 0.68
C 1.51 4.39 0.83
C 1.52 3.70 2.17
C 2.53 4.26 3.16
C 0.12 3.69 2.79
C 1.03 3.65 -0.31
N 0.69 2.35 -0.18
H -1.22 2.79 -3.73
H -1.53 4.12 -2.59
H -1.06 2.53 -1.98
H 0.68 4.39 -3.64
H 1.36 1.67 -2.45
H 2.50 2.74 -3.30
H 1.13 2.02 -4.18
H 1.42 6.14 -2.62
H 2.23 7.38 -0.64
H 2.30 6.24 1.55
H 1.80 2.66 1.97
H 2.26 5.27 3.50
H 3.54 4.31 2.73
H 2.58 3.62 4.05
H -0.19 4.71 3.04
H 0.10 3.09 3.71
H -0.60 3.27 2.10
```

As for the lowest unoccupied orbital energy (spin up / spin down): 4.86 / 4.85 eV. The largest force on an atom is 0.0352 Eh/bohr. The expectation value of S² is 3.82. The calculation puts the HOMO energy (spin up / spin down) at 0.4 / -0.9 eV. The spin multiplicity is 4. Its charge is -2. For the molar mass, the calculation gives 552.42 u.



Density functional theory data (wB97M-V/def2-TZVPD) for a molecular structure, C32H32BrN6ORe at a distorted geometry.

```
73
C32H32BrN6ORe (wB97M-V/def2-TZVPD)
Re -0.10 0.29 0.19
C 3.47 2.77 0.33
C 2.12 2.43 0.31
N 1.72 1.23 0.72
C 2.66 0.39 1.24
C 4.01 0.75 1.18
N 4.39 1.91 0.73
C 2.09 -0.82 1.82
C 2.75 -1.71 2.66
C 2.03 -2.74 3.27
C 0.66 -2.82 3.02
C 0.05 -1.90 2.17
N 0.77 -0.93 1.54
C -1.37 -1.75 1.92
C -2.38 -2.61 2.37
N -3.65 -2.32 2.20
C -3.98 -1.20 1.58
C -3.00 -0.35 1.06
N -1.71 -0.63 1.21
C 2.70 -3.67 4.20
C 3.67 -3.18 5.08
C 4.26 -4.06 5.97
N 3.93 -5.32 5.97
C 3.03 -5.83 5.18
C 2.37 -5.02 4.25
H 3.82 3.75 0.00
H 1.37 3.12 -0.06
H 4.79 0.06 1.49
H 3.81 -1.59 2.84
H 0.06 -3.57 3.51
H -2.16 -3.53 2.88
H -5.03 -0.99 1.50
H -3.29 0.56 0.55
H 3.94 -2.14 5.11
H 5.01 -3.74 6.68
H 2.82 -6.89 5.26
H 1.65 -5.46 3.58
C 2.65 2.44 -6.48
C 1.33 3.13 -6.12
C 1.60 4.64 -6.04
C 0.30 2.89 -7.25
C 0.70 2.61 -4.86
C 1.19 1.46 -4.21
C 0.63 1.07 -3.04
Br 1.28 -0.46 -2.08
C -0.46 1.75 -2.40
O -0.81 1.41 -1.21
C -1.05 2.82 -3.16
C -0.43 3.23 -4.32
C -2.32 3.46 -2.63
C -3.38 2.35 -2.49
C -2.02 4.12 -1.28
C -2.89 4.52 -3.58
H 3.04 2.86 -7.40
H 2.52 1.37 -6.64
H 3.40 2.58 -5.71
H 2.04 4.97 -6.98
H 2.31 4.87 -5.25
H 0.70 5.22 -5.89
H 0.75 3.21 -8.19
H -0.61 3.46 -7.09
H 0.04 1.83 -7.31
H 1.99 0.88 -4.64
H -0.84 4.08 -4.84
H -3.06 1.57 -1.80
H -3.57 1.88 -3.46
H -4.31 2.77 -2.12
H -1.66 3.40 -0.54
H -2.93 4.58 -0.89
H -1.27 4.90 -1.41
H -3.11 4.10 -4.56
H -2.21 5.36 -3.69
H -3.82 4.90 -3.16
```

As for the lowest unoccupied orbital energy (spin up / spin down): -12.16 / -12.12 eV. The largest force on an atom is 0.0483 Eh/bohr. The expectation value of S² is 0.76. The calculation puts the HOMO energy (spin up / spin down) at -15.9 / -15.9 eV. The spin multiplicity is 2. Its charge is +3. For the molar mass, the calculation gives 782.76 u.



Density functional theory data (wB97M-V/def2-TZVPD) for C4H5NO2S in the gas phase at a distorted geometry.

```
13
C4H5NO2S (wB97M-V/def2-TZVPD)
C -0.09 1.89 -0.34
C 0.17 0.61 -0.08
C 1.62 0.23 -0.14
S 2.21 -1.00 0.73
C -0.81 -0.23 0.74
O -1.09 0.01 1.88
N -1.24 -1.41 0.19
O -0.50 -1.91 -0.86
H 0.75 2.46 -0.84
H -1.06 2.41 -0.02
H 2.25 1.01 -0.52
H -1.10 -2.21 0.93
H -1.11 -1.84 -1.67
```

As for the lowest unoccupied orbital energy: -0.75 eV. The largest force on an atom is 0.0748 Eh/bohr. The calculation puts the HOMO energy at -9.0 eV. Its charge is 0. For the molar mass, the calculation gives 131.16 u. The SMILES is C=C(C=S)C(=O)NO.



Density functional theory data (wB97M-V/def2-TZVPD) for 2 unconnected molecules or ions with the total composition C3H10N2O2 at a distorted geometry.

```
17
C3H10N2O2 (wB97M-V/def2-TZVPD)
C -1.27 -1.11 -1.78
C -1.26 -1.59 -0.32
N -0.37 -0.81 0.51
C 0.66 0.10 0.23
N 1.83 -0.33 -0.33
O 0.52 1.29 0.44
H -1.54 -0.07 -1.58
H -0.28 -1.11 -2.23
H -1.86 -1.58 -2.56
H -0.99 -2.65 -0.21
H -2.27 -1.52 0.10
H -0.65 -0.72 1.47
H 2.52 0.37 -0.21
H 2.09 -1.29 -0.22
O 1.29 3.81 2.38
H 1.08 2.92 2.05
H 0.50 4.30 2.25
```

As for the lowest unoccupied orbital energy: 0.69 eV. The largest force on an atom is 0.0347 Eh/bohr. The calculation puts the HOMO energy at -9.3 eV. Its charge is 0. For the molar mass, the calculation gives 106.12 u. The SMILES is CCNC(N)=O.O.



Density functional theory data (wB97M-V/def2-TZVPD) for a molecular structure, C27H29BrN5O3SSn at a distorted geometry.

```
67
C27H29BrN5O3SSn (wB97M-V/def2-TZVPD)
Sn 1.89 0.37 -0.50
Br 5.47 -2.95 5.65
C 4.44 -2.57 3.98
C 5.13 -2.58 2.76
C 4.46 -2.18 1.62
C 3.05 -1.96 1.59
O 2.53 -1.80 0.45
C 2.39 -2.00 2.85
C 1.06 -1.60 3.03
N 0.28 -1.11 2.12
C -1.00 -0.72 2.45
C -2.00 -1.64 2.62
C -3.36 -1.17 2.74
C -3.65 0.16 2.76
C -2.61 1.14 2.62
C -2.83 2.51 2.49
C -1.79 3.40 2.31
C -0.44 2.88 2.21
N -0.24 1.58 2.28
C -1.25 0.72 2.43
C 3.11 -2.28 4.05
H 6.17 -2.78 2.67
H 4.82 -2.18 0.60
H 0.69 -1.56 4.05
H -1.74 -2.65 2.52
H -4.16 -1.93 2.74
H -4.66 0.56 2.74
H -3.89 2.80 2.60
H -1.87 4.48 2.11
H 0.44 3.49 2.16
H 2.65 -2.29 5.03
N 0.57 -1.41 -1.11
C -0.82 -1.00 -1.28
C -1.04 0.51 -1.24
O -2.19 0.92 -1.45
O -0.02 1.30 -1.05
H 1.11 -1.84 -1.84
H 0.80 -1.88 -0.21
H -1.39 -1.51 -0.51
H -1.20 -1.31 -2.28
N -4.86 2.79 -2.18
C -4.17 3.75 -3.12
C -3.34 4.89 -2.60
C -1.86 4.50 -2.21
N -1.85 4.14 -0.80
H -5.13 3.27 -1.30
H -4.12 2.15 -1.86
H -4.85 4.18 -3.85
H -3.48 3.10 -3.66
H -3.82 5.50 -1.79
H -3.32 5.65 -3.38
H -1.09 5.31 -2.30
H -1.53 3.75 -2.96
H -0.96 3.78 -0.50
H -2.44 3.34 -0.77
S 3.08 -0.24 -2.84
C 3.06 -2.01 -2.95
C 3.99 -2.67 -2.14
C 4.09 -4.08 -2.17
C 3.21 -4.77 -2.97
C 2.26 -4.11 -3.77
C 2.22 -2.71 -3.75
H 4.66 -2.15 -1.49
H 4.84 -4.60 -1.58
H 3.36 -5.81 -3.05
H 1.64 -4.66 -4.43
H 1.48 -2.21 -4.36
```

As for the lowest unoccupied orbital energy: 2.39 eV. The largest force on an atom is 0.0596 Eh/bohr. The calculation puts the HOMO energy at -4.8 eV. Its charge is -1. For the molar mass, the calculation gives 702.24 u.



Density functional theory data (wB97M-V/def2-TZVPD) for 5 unconnected molecules or ions with the total composition H10O5.

```
15
H10O5 (wB97M-V/def2-TZVPD)
O -0.56 1.19 -2.22
H 0.21 1.52 -1.75
H -0.24 0.40 -2.67
O -0.09 -0.53 3.66
H -1.04 -0.47 3.58
H 0.25 -0.41 2.76
O 0.66 -0.26 0.95
H 0.16 -1.01 0.61
H 1.28 -0.04 0.24
O 2.65 1.40 -1.57
H 3.19 0.91 -2.19
H 3.24 2.05 -1.18
O -3.34 -1.79 -0.39
H -3.84 -1.67 0.43
H -2.52 -1.30 -0.26
```

As for the lowest unoccupied orbital energy: 0.05 eV. The largest force on an atom is 0.0053 Eh/bohr. The calculation puts the HOMO energy at -10.9 eV. Its charge is 0. For the molar mass, the calculation gives 90.07 u. The SMILES is O.O.O.O.O.



Density functional theory data (wB97M-V/def2-TZVPD) for a molecular structure, C24H25AgBN8SeTe at a distorted geometry.

```
61
C24H25AgBN8SeTe (wB97M-V/def2-TZVPD)
Ag 0.53 -0.39 0.15
C 3.63 -3.75 -0.92
C 2.45 -3.12 -1.21
N 2.52 -1.82 -1.12
N 3.77 -1.55 -0.65
C 4.45 -2.76 -0.44
B 4.17 -0.20 0.05
N 4.04 0.99 -0.89
C 4.91 2.07 -0.94
C 4.33 3.01 -1.76
C 3.13 2.43 -2.15
N 2.91 1.24 -1.64
N 3.43 0.03 1.46
C 3.96 0.28 2.64
C 2.93 0.70 3.49
C 1.80 0.60 2.71
N 2.14 0.24 1.47
H 3.97 -4.77 -0.93
H 1.54 -3.46 -1.68
H 5.39 -2.69 0.08
H 5.24 -0.27 0.43
H 5.79 2.11 -0.32
H 4.76 3.95 -2.00
H 2.31 2.75 -2.79
H 4.94 0.15 2.90
H 3.10 1.19 4.40
H 0.78 0.77 2.93
Se -1.48 -2.17 -5.86
N -0.32 -1.16 -5.03
C -1.01 -0.17 -4.51
C -0.48 0.82 -3.63
C -1.25 1.73 -3.07
C -2.62 1.74 -3.35
C -3.22 0.92 -4.25
C -2.41 -0.13 -4.80
N -2.82 -1.06 -5.67
H 0.60 0.86 -3.34
H -0.99 2.41 -2.33
H -3.21 2.54 -2.86
H -4.27 0.89 -4.51
C -5.12 0.42 4.65
C -4.08 0.10 3.56
C -4.12 0.85 2.37
C -3.35 0.49 1.20
C -3.44 1.48 0.03
C -2.68 -0.69 1.24
Te -1.73 -1.48 -0.63
C -2.44 -1.34 2.50
C -1.48 -2.50 2.65
C -3.12 -0.89 3.66
H -5.62 -0.50 4.94
H -5.88 1.05 4.22
H -4.67 0.85 5.56
H -4.80 1.67 2.35
H -4.13 2.31 0.17
H -3.80 0.97 -0.87
H -2.45 1.92 -0.15
H -0.47 -2.15 2.60
H -1.42 -3.13 1.75
H -1.62 -3.06 3.54
H -3.00 -1.35 4.62
```

As for the lowest unoccupied orbital energy: 1.77 eV. The largest force on an atom is 0.0683 Eh/bohr. The calculation puts the HOMO energy at -4.2 eV. Its charge is -1. For the molar mass, the calculation gives 750.76 u.



Which of these has the lowest charge?
C25H32BN9SV



Look up the charge of the third one.
+3



What did the seventh record say?
Density functional theory data (wB97M-V/def2-TZVPD) for 5 unconnected molecules or ions with the total composition H10O5.

```
15
H10O5 (wB97M-V/def2-TZVPD)
O -0.56 1.19 -2.22
H 0.21 1.52 -1.75
H -0.24 0.40 -2.67
O -0.09 -0.53 3.66
H -1.04 -0.47 3.58
H 0.25 -0.41 2.76
O 0.66 -0.26 0.95
H 0.16 -1.01 0.61
H 1.28 -0.04 0.24
O 2.65 1.40 -1.57
H 3.19 0.91 -2.19
H 3.24 2.05 -1.18
O -3.34 -1.79 -0.39
H -3.84 -1.67 0.43
H -2.52 -1.30 -0.26
```

As for the lowest unoccupied orbital energy: 0.05 eV. The largest force on an atom is 0.0053 Eh/bohr. The calculation puts the HOMO energy at -10.9 eV. Its charge is 0. For the molar mass, the calculation gives 90.07 u. The SMILES is O.O.O.O.O.